DFT (wB97M-V/def2-TZVPD) results for a 2-piece molecular cluster, C2H6FOP overall in a non-equilibrium geometry.

Geometry as XYZ:
```
11
C2H6FOP, DFT wB97M-V/def2-TZVPD
C 3.36025 -0.20354 0.33841
C 2.07468 -0.40478 0.70364
O -3.97556 0.01868 -0.15593
F 1.32475 -1.39745 0.13587
P -2.76508 1.05129 -0.63784
H 3.68088 -0.82034 -0.54927
H 3.86170 0.73863 0.54983
H 1.53548 0.08149 1.61289
H -4.12339 -0.03312 0.75515
H -3.22043 0.74814 -1.97312
H -1.75329 0.22101 -0.77966
```

Values from the calculation:
spin multiplicity = 1
SMILES = C=CF.OP
LUMO = 0.024 Ha
highest occupied orbital energy = -9.5 eV
charge = 0
frontier orbital gap = 10.16 eV
strongest force on any atom = 3.19 eV/A

Löwdin population analysis, charges in e, atoms 1 to 2: C 0.00; C -0.23

DFT (wB97M-V/def2-TZVPD) results for a 2-piece molecular cluster, C4H8INO2S overall in a non-equilibrium geometry.

Geometry as XYZ:
```
17
C4H8INO2S, DFT wB97M-V/def2-TZVPD
C -0.81276 0.96683 1.09884
C -0.87814 -1.81156 -1.35525
C -0.96898 0.21062 -0.00938
C 2.52634 0.67211 -0.24569
N -0.60545 -1.12485 -0.08197
O -0.11916 0.52711 2.17622
O -1.42814 2.27845 1.15084
S 1.27671 1.30306 -1.02594
I 3.16459 -1.39433 -0.35828
H -0.38372 -1.59947 -2.28594
H -0.77710 -2.86885 -1.20138
H -1.86001 -1.80163 -1.64869
H -1.52526 0.57900 -0.86919
H 3.23192 1.34013 0.23088
H -0.35958 1.16466 2.88879
H 0.31107 -1.33061 0.30237
H -0.79232 2.88935 1.23376
```

Values from the calculation:
spin multiplicity = 1
SMILES = CNC=C(O)O.S=CI
LUMO (spin up / spin down) = -0.015 / -0.015 Ha
highest occupied orbital energy (spin up / spin down) = -7.4 / -7.4 eV
charge = 0
frontier orbital gap (spin up / spin down) = 7.03 / 7.03 eV
strongest force on any atom = 6.37 eV/A

Löwdin population analysis, charges in e, atoms 1 to 2: C -0.44; C -0.12